Entry 1:
# C5H9FO

C5H9FO as an isolated structure (ωB97M-V/def2-TZVPD, the Open Molecules 2025 dataset).

Geometry (Å):
1 C 0.595 -0.474 -1.109
2 C 0.794 0.575 -0.020
3 C -0.656 -0.684 -0.267
4 C 1.804 0.136 0.990
5 C -1.892 0.131 -0.506
6 O -2.310 0.900 0.595
7 F -0.693 -1.686 0.625
8 H 0.621 -0.127 -2.207
9 H 1.192 -1.379 -1.061
10 H 0.345 1.500 -0.071
11 H 2.082 1.064 1.690
12 H 2.858 -0.161 0.552
13 H 1.470 -0.814 1.519
14 H -2.612 -0.674 -0.676
15 H -1.804 0.897 -1.400
16 H -1.793 0.795 1.347

The value obtained for the energy relative to the best compared isomer or geometry (same formula, charge and spin) is 75.6 kcal per mole. The largest force on an atom comes out at 5.8 eV Å⁻¹. As for the frontier orbital gap: 0.336 hartree. For the lowest unoccupied orbital energy, the calculation gives 0.933 eV.

Results of the Löwdin charge analysis, in e, for atoms 1 through 5: -0.13 -0.17 -0.30 -0.14 -0.21

Entry 2:
# C5H9FeMgO4

C5H9FeMgO4 as an isolated structure (ωB97M-V/def2-TZVPD, the Open Molecules 2025 dataset).

Geometry (Å):
1 O -1.572 0.677 1.530
2 C -1.374 1.998 1.347
3 C -0.569 2.575 0.438
4 O 0.303 2.007 -0.431
5 C -0.054 0.817 -1.198
6 C 1.170 -0.046 -1.318
7 O 1.088 -1.042 -0.254
8 C 2.107 -2.017 -0.231
9 Fe -0.860 -0.648 0.169
10 H -1.956 2.671 1.987
11 H -0.546 3.668 0.413
12 H -0.364 1.157 -2.197
13 H 2.126 0.490 -1.191
14 H 1.181 -0.588 -2.278
15 H 1.904 -2.693 0.606
16 H 2.120 -2.586 -1.174
17 H 3.087 -1.537 -0.089
18 Mg -2.718 -0.588 2.375
19 O -2.308 -1.775 0.947
20 H -2.765 -2.542 0.550

The value obtained for the energy relative to the best compared isomer or geometry (same formula, charge and spin) is 0.0 kcal per mole. The largest force on an atom comes out at 2.0 eV Å⁻¹. As for the frontier orbital gap (spin up / spin down): 0.169 / 0.171 hartree. As for the expectation value of S²: 6.01. The spin multiplicity is 5. The charge is +1. For the lowest unoccupied orbital energy (spin up / spin down), the calculation gives -6.133 / -6.222 eV.

Results of the Löwdin charge analysis, in e, for atoms 1 through 5: -0.38 -0.25 -0.15 -0.12 -0.23

Entry 3:
# C5H9HfN3O4

C5H9HfN3O4 as an isolated structure (ωB97M-V/def2-TZVPD, the Open Molecules 2025 dataset).

Geometry (Å):
1 N 2.118 0.721 -1.124
2 C 1.616 0.048 0.161
3 C 0.076 -0.130 0.437
4 C -0.844 1.126 0.393
5 N -1.236 1.720 1.629
6 O -2.145 0.533 -0.030
7 C -1.881 -0.262 -1.095
8 O -2.406 -0.260 -2.116
9 C -0.553 -1.182 -0.595
10 O -1.122 -2.140 0.082
11 N -0.129 -3.326 0.912
12 O -0.415 -3.493 1.927
13 H 2.389 0.052 -1.861
14 H 1.431 1.440 -1.458
15 H 2.034 -0.956 0.160
16 H 2.067 0.592 0.987
17 H 0.067 -0.436 1.482
18 H -0.669 1.840 -0.414
19 H -1.201 1.036 2.389
20 H -2.231 1.972 1.577
21 H 0.035 -1.490 -1.463
22 Hf 2.997 2.596 -1.979

The value obtained for the energy relative to the best compared isomer or geometry (same formula, charge and spin) is 0.0 kcal per mole. The largest force on an atom comes out at 5.1 eV Å⁻¹. As for the frontier orbital gap: 0.166 hartree. The charge is +4. For the lowest unoccupied orbital energy, the calculation gives -19.913 eV.

Results of the Löwdin charge analysis, in e, for atoms 1 through 5: -0.13 -0.08 -0.10 -0.24 0.22

Entry 4:
# C5H9HgMgO4

C5H9HgMgO4 as an isolated structure (ωB97M-V/def2-TZVPD, the Open Molecules 2025 dataset).

Geometry (Å):
1 O 0.301 0.496 2.324
2 C 0.837 1.702 2.051
3 C 0.931 2.291 0.845
4 O 0.721 1.752 -0.383
5 C -0.478 0.984 -0.696
6 C -0.105 -0.041 -1.731
7 O 0.275 -1.251 -1.013
8 C 0.558 -2.387 -1.800
9 Hg -0.424 -0.634 0.790
10 H 1.086 2.320 2.919
11 H 1.228 3.343 0.812
12 H -1.229 1.674 -1.105
13 H 0.754 0.241 -2.364
14 H -0.970 -0.289 -2.367
15 H 0.778 -3.218 -1.121
16 H -0.303 -2.650 -2.433
17 H 1.430 -2.188 -2.440
18 Mg -0.722 -0.460 3.626
19 O -1.844 -0.935 2.159
20 H -2.824 -0.752 1.926

The largest force on an atom comes out at 6.1 eV Å⁻¹. As for the frontier orbital gap: 0.165 hartree. The charge is +1. For the lowest unoccupied orbital energy, the calculation gives -6.175 eV.

Results of the Löwdin charge analysis, in e, for atoms 1 through 5: -0.46 -0.25 -0.15 -0.14 -0.28

Entry 5:
# C5H9I2N2

C5H9I2N2 as an isolated structure (ωB97M-V/def2-TZVPD, the Open Molecules 2025 dataset).

Geometry (Å):
1 I -1.940 -0.944 -0.789
2 I -0.070 2.038 -1.103
3 C -2.572 1.348 -2.668
4 C -1.998 1.134 -1.283
5 H -1.941 0.872 -3.437
6 H -2.637 2.428 -2.886
7 H -3.585 0.916 -2.726
8 H -2.611 1.603 -0.487
9 C 2.478 -0.180 1.021
10 C 2.822 -1.104 1.971
11 C 0.639 -1.296 1.588
12 N 1.129 -0.325 0.810
13 N 1.668 -1.773 2.296
14 H 3.080 0.558 0.490
15 H 3.783 -1.333 2.432
16 H -0.396 -1.633 1.635
17 H 0.559 0.230 0.147
18 H 1.589 -2.539 2.989

The value obtained for the energy relative to the best compared isomer or geometry (same formula, charge and spin) is 3.4 kcal per mole. The largest force on an atom comes out at 1.2 eV Å⁻¹. As for the frontier orbital gap: 0.349 hartree. The charge is +1. For the lowest unoccupied orbital energy, the calculation gives -3.394 eV.

Results of the Löwdin charge analysis, in e, for atoms 1 through 5: 0.89 0.95 -0.29 -1.24 0.08

Entry 6:
# C5H9I2N2

C5H9I2N2 as an isolated structure (ωB97M-V/def2-TZVPD, the Open Molecules 2025 dataset).

Geometry (Å):
1 I -0.360 -1.509 0.115
2 I -3.873 -1.668 0.467
3 C -2.210 -3.342 -1.435
4 C -2.098 -2.741 -0.049
5 H -2.322 -2.556 -2.201
6 H -3.086 -4.010 -1.486
7 H -1.305 -3.930 -1.664
8 H -1.984 -3.508 0.744
9 C -2.936 2.238 2.879
10 C -2.203 3.052 3.702
11 C -0.900 1.363 3.071
12 N -2.103 1.211 2.510
13 N -0.957 2.484 3.798
14 H -3.967 2.311 2.534
15 H -2.469 3.975 4.217
16 H -0.040 0.703 2.959
17 H -2.357 0.423 1.887
18 H -0.165 2.858 4.350

The value obtained for the energy relative to the best compared isomer or geometry (same formula, charge and spin) is 0.0 kcal per mole. The largest force on an atom comes out at 1.1 eV Å⁻¹. As for the frontier orbital gap: 0.343 hartree. The charge is +1. For the lowest unoccupied orbital energy, the calculation gives -3.077 eV.

Results of the Löwdin charge analysis, in e, for atoms 1 through 5: 0.76 0.79 -0.30 -1.29 0.07

Entry 7:
# C5H9I3

C5H9I3 as an isolated structure (ωB97M-V/def2-TZVPD, the Open Molecules 2025 dataset).

Geometry (Å):
1 C 0.110 2.214 -0.304
2 C -1.541 -1.115 0.720
3 C -0.043 0.963 0.556
4 C -0.845 -0.099 -0.070
5 C 1.531 -1.581 -0.812
6 I 1.877 -2.503 1.094
7 I 1.109 -2.978 -2.367
8 I 3.016 -0.126 -1.284
9 H -0.855 2.683 -0.480
10 H 0.555 1.967 -1.265
11 H 0.757 2.933 0.192
12 H -1.938 -1.912 0.099
13 H -2.370 -0.655 1.270
14 H -0.872 -1.536 1.480
15 H 0.973 0.577 0.761
16 H -0.443 1.211 1.543
17 H -1.023 -0.043 -1.132

The value obtained for the energy relative to the best compared isomer or geometry (same formula, charge and spin) is 25.3 kcal per mole. The largest force on an atom comes out at 1.2 eV Å⁻¹. As for the frontier orbital gap (spin up / spin down): 0.274 / 0.221 hartree. For the lowest unoccupied orbital energy (spin up / spin down), the calculation gives -0.676 / -1.469 eV.

Results of the Löwdin charge analysis, in e, for atoms 1 through 5: -0.12 -0.13 -0.32 -0.16 -1.83

Entry 8:
# C5H9IN

An isolated ion of composition C5H9IN and charge +1 (ωB97M-V/def2-TZVPD, the Open Molecules 2025 dataset).

Geometry (Å):
1 C -0.210 -1.705 -0.184
2 C 0.965 -0.790 0.204
3 C -1.122 -0.859 -0.936
4 C -0.463 0.555 -1.044
5 C 0.291 1.200 1.425
6 N 0.568 0.633 0.016
7 I 2.809 -1.331 0.962
8 H -0.249 -2.813 -0.048
9 H -1.253 -1.440 -1.801
10 H -2.195 -0.731 -0.539
11 H -0.028 0.692 -1.959
12 H -1.281 1.291 -0.984
13 H 0.552 2.274 1.445
14 H -0.732 1.221 1.698
15 H 0.919 0.726 2.206
16 H 1.427 1.077 -0.461

The value obtained for the energy relative to the best compared isomer or geometry (same formula, charge and spin) is 43.9 kcal per mole. The largest force on an atom comes out at 7.7 eV Å⁻¹. As for the frontier orbital gap: 0.335 hartree. As for the SMILES: C[N@@H+]1CCC=C1I. The charge is +1. For the lowest unoccupied orbital energy, the calculation gives -3.684 eV.

Results of the Löwdin charge analysis, in e, for atoms 1 through 5: 0.00 -0.74 -0.18 -0.09 0.03

Entry 9:
# C5H9IO

A 3-piece molecular cluster, C5H9IO overall (ωB97M-V/def2-TZVPD, the Open Molecules 2025 dataset).

Geometry (Å):
1 C 2.043 -0.629 -1.246
2 C 1.187 -1.361 -0.853
3 C 0.622 -2.638 -0.272
4 C 0.823 1.311 0.993
5 C 0.218 1.252 -0.395
6 O -0.993 1.035 -0.631
7 I -5.865 3.167 1.420
8 H 2.685 -0.032 -1.833
9 H 1.079 -3.380 -0.884
10 H -0.435 -2.966 -0.330
11 H 1.080 -2.771 0.618
12 H 0.381 2.179 1.479
13 H 0.577 0.404 1.383
14 H 1.873 1.486 0.941
15 H 0.848 1.400 -1.211
16 H -6.123 1.544 0.821

The value obtained for the energy relative to the best compared isomer or geometry (same formula, charge and spin) is 77.7 kcal per mole. The largest force on an atom comes out at 4.3 eV Å⁻¹. As for the frontier orbital gap: 0.359 hartree. As for the SMILES: C#CC.CC=O.I. For the lowest unoccupied orbital energy, the calculation gives 0.327 eV.

Results of the Löwdin charge analysis, in e, for atoms 1 through 5: 0.07 -0.14 -0.06 -0.04 -0.32

Entry 10:
# C5H9IO2

C5H9IO2 as an isolated structure (ωB97M-V/def2-TZVPD, the Open Molecules 2025 dataset).

Geometry (Å):
1 C 1.527 -0.116 0.016
2 C 0.473 -0.955 -0.615
3 C 0.730 1.238 0.336
4 C -0.787 -0.653 0.195
5 C -0.743 0.817 0.284
6 O -1.691 1.532 0.296
7 O -5.003 1.490 0.334
8 I -4.570 -0.313 -0.104
9 H 2.052 -0.615 0.830
10 H 2.334 0.244 -0.727
11 H 0.318 -0.549 -1.610
12 H 0.664 -2.003 -0.491
13 H 0.880 1.367 1.457
14 H 0.855 2.007 -0.392
15 H -1.650 -1.124 -0.292
16 H -0.785 -1.177 1.058
17 H -4.201 1.939 0.047

The value obtained for the energy relative to the best compared isomer or geometry (same formula, charge and spin) is 34.9 kcal per mole. The largest force on an atom comes out at 3.7 eV Å⁻¹. As for the frontier orbital gap: 0.326 hartree. For the lowest unoccupied orbital energy, the calculation gives -0.125 eV.

Results of the Löwdin charge analysis, in e, for atoms 1 through 5: -0.19 -0.21 -0.06 -0.15 -0.44

Entry 11:
# C5H9InMgO3

C5H9InMgO3 as an isolated structure (ωB97M-V/def2-TZVPD, the Open Molecules 2025 dataset).

Geometry (Å):
1 O 2.290 -0.231 -0.083
2 In 2.740 1.500 0.563
3 C 1.622 -2.491 -0.284
4 C 1.433 -1.186 0.007
5 O 0.158 -0.680 0.308
6 C -1.004 -1.425 -0.035
7 C -2.189 -0.549 0.284
8 O -1.967 0.727 -0.313
9 C -3.128 1.550 -0.360
10 Mg 0.004 1.474 -0.086
11 H 0.977 -3.027 -0.974
12 H 2.274 -3.070 0.367
13 H -1.052 -2.347 0.560
14 H -0.983 -1.686 -1.103
15 H -2.312 -0.420 1.370
16 H -3.101 -1.002 -0.129
17 H -2.817 2.540 -0.710
18 H -3.855 1.121 -1.063
19 H -3.577 1.631 0.641

The value obtained for the energy relative to the best compared isomer or geometry (same formula, charge and spin) is 0.0 kcal per mole. The largest force on an atom comes out at 4.5 eV Å⁻¹. As for the frontier orbital gap (spin up / spin down): 0.237 / 0.205 hartree. As for the expectation value of S²: 0.76. The spin multiplicity is 2. The charge is +1. For the lowest unoccupied orbital energy (spin up / spin down), the calculation gives -4.053 / -5.458 eV.

Results of the Löwdin charge analysis, in e, for atoms 1 through 5: -0.36 0.84 0.06 -0.54 -0.19

Entry 12:
# C5H9MgO4Pt

C5H9MgO4Pt as an isolated structure (ωB97M-V/def2-TZVPD, the Open Molecules 2025 dataset).

Geometry (Å):
1 O -0.244 1.775 0.421
2 C -0.295 2.155 -0.872
3 C -0.187 1.359 -1.951
4 O 0.192 0.057 -2.011
5 C -0.386 -0.959 -1.140
6 C 0.667 -2.005 -0.897
7 O 1.376 -1.623 0.318
8 C 2.339 -2.534 0.799
9 Pt 0.101 -0.195 0.800
10 H -0.603 3.190 -1.052
11 H -0.433 1.785 -2.928
12 H -1.248 -1.404 -1.655
13 H 1.422 -2.089 -1.697
14 H 0.204 -2.988 -0.713
15 H 2.747 -2.131 1.732
16 H 1.882 -3.517 0.993
17 H 3.144 -2.650 0.058
18 Mg -0.988 2.130 2.146
19 O -1.358 0.260 2.188
20 H -2.221 -0.296 2.200

The largest force on an atom comes out at 3.8 eV Å⁻¹. As for the frontier orbital gap (spin up / spin down): 0.145 / 0.187 hartree. As for the expectation value of S²: 2.01. The spin multiplicity is 3. The charge is +1. For the lowest unoccupied orbital energy (spin up / spin down), the calculation gives -6.078 / -6.038 eV.

Results of the Löwdin charge analysis, in e, for atoms 1 through 5: -0.47 -0.24 -0.15 -0.13 -0.26

Copy entry 9 word for word.
# C5H9IO

A 3-piece molecular cluster, C5H9IO overall (ωB97M-V/def2-TZVPD, the Open Molecules 2025 dataset).

Geometry (Å):
1 C 2.043 -0.629 -1.246
2 C 1.187 -1.361 -0.853
3 C 0.622 -2.638 -0.272
4 C 0.823 1.311 0.993
5 C 0.218 1.252 -0.395
6 O -0.993 1.035 -0.631
7 I -5.865 3.167 1.420
8 H 2.685 -0.032 -1.833
9 H 1.079 -3.380 -0.884
10 H -0.435 -2.966 -0.330
11 H 1.080 -2.771 0.618
12 H 0.381 2.179 1.479
13 H 0.577 0.404 1.383
14 H 1.873 1.486 0.941
15 H 0.848 1.400 -1.211
16 H -6.123 1.544 0.821

The value obtained for the energy relative to the best compared isomer or geometry (same formula, charge and spin) is 77.7 kcal per mole. The largest force on an atom comes out at 4.3 eV Å⁻¹. As for the frontier orbital gap: 0.359 hartree. As for the SMILES: C#CC.CC=O.I. For the lowest unoccupied orbital energy, the calculation gives 0.327 eV.

Results of the Löwdin charge analysis, in e, for atoms 1 through 5: 0.07 -0.14 -0.06 -0.04 -0.32